No. 1
Computed, not measured: the molecule C2H4N4O, with ωB97M-V/def2-TZVPD.

Cartesian coordinates (Å):
N  2.244  0.223  0.270
C  0.899  0.141  -0.086
N  0.479  -1.069  -0.390
N  -0.864  -0.935  -0.325
C  -1.201  0.309  0.015
O  -2.511  0.378  0.379
N  -0.110  1.076  0.096
H  2.670  -0.687  0.121
H  2.850  0.988  0.018
H  -1.452  -1.740  -0.216
H  -3.022  1.174  0.208

DFT total energy: -372.8670 Eh
charge: 0
molar mass: 100.08 u
relative energy (zero: lowest compared OMol25 entry of this formula, charge and spin): 20.9 kcal per mole
LUMO energy: 0.6 eV
structure (SMILES): Nc1n[nH]c(O)n1


No. 2
Computed, not measured: a structure of composition C8H16N2O2Pb3 at a distorted geometry, with ωB97M-V/def2-TZVPD.

Cartesian coordinates (Å):
Pb  -0.197  4.675  2.698
Pb  -2.054  1.079  2.394
Pb  1.533  1.560  4.279
O  0.080  2.259  2.400
H  0.285  1.862  1.532
O  0.259  3.721  4.946
H  0.425  4.612  5.310
C  0.367  -3.000  -0.612
C  1.204  -3.745  0.514
C  0.619  -3.282  1.952
C  0.581  -1.861  2.388
N  0.593  -0.686  2.703
H  -0.710  -3.156  -0.538
H  0.567  -3.441  -1.589
H  0.507  -1.924  -0.708
H  2.287  -3.675  0.416
H  1.176  -4.822  0.351
H  1.172  -3.858  2.694
H  -0.434  -3.532  2.082
C  -1.286  0.560  -3.799
C  -0.716  1.930  -3.323
C  0.150  2.112  -2.058
C  -0.511  1.448  -0.958
N  -0.994  0.900  -0.085
H  -1.846  0.123  -2.972
H  -0.482  -0.133  -4.049
H  -2.126  0.673  -4.483
H  -1.632  2.481  -3.108
H  -0.322  2.498  -4.166
H  0.492  3.140  -1.938
H  1.014  1.483  -2.271

DFT total energy: -1151.8645 Eh
charge: +3
molar mass: 793.83 u
2S+1: 2
LUMO energy (spin up / spin down): -12.0 / -11.9 eV


No. 3
Computed, not measured: the molecule C19H22N4O3S at a distorted geometry, with ωB97M-V/def2-TZVPD.

Cartesian coordinates (Å):
C  -5.010  -0.998  -1.523
O  -4.206  0.304  -1.464
C  -4.452  0.765  -0.194
C  -3.529  0.049  0.745
N  -2.232  0.425  0.608
C  -1.464  -0.526  0.108
S  -1.981  -1.861  -0.514
C  -0.298  -2.819  -0.542
C  0.571  -2.325  0.606
O  0.017  -2.235  1.846
N  1.882  -2.587  0.453
C  2.499  -2.734  -0.934
C  3.950  -2.868  -0.680
C  4.057  -1.985  0.588
C  2.777  -2.221  1.403
N  -0.190  -0.164  -0.596
C  0.285  1.069  -0.318
C  -0.344  1.977  0.447
N  0.328  3.346  0.619
C  1.497  3.014  -0.079
C  2.731  3.569  -0.194
C  3.842  3.353  -0.696
C  3.831  1.964  -1.412
C  2.679  1.115  -1.063
C  1.652  1.443  -0.468
C  -1.739  1.925  0.928
O  -2.529  2.660  1.605
H  -4.524  -1.799  -0.960
H  -6.001  -1.009  -1.379
H  -4.884  -1.197  -2.749
H  -5.383  0.631  0.182
H  -4.199  1.750  -0.254
H  -3.816  0.584  1.873
H  -3.785  -0.791  0.934
H  0.028  -2.698  -1.491
H  -0.683  -3.955  -0.519
H  2.235  -3.886  -1.117
H  2.111  -1.995  -1.380
H  4.621  -2.511  -1.387
H  4.177  -3.708  -0.132
H  4.977  -1.980  1.472
H  4.041  -0.788  0.259
H  2.466  -1.094  1.990
H  2.986  -2.973  1.933
H  -0.034  4.083  1.217
H  2.646  4.743  0.243
H  4.667  3.937  -0.711
H  4.835  1.752  -1.861
H  2.717  0.109  -1.549

DFT total energy: -1579.6008 Eh
charge: 0
molar mass: 386.48 u
relative energy (zero: lowest compared OMol25 entry of this formula, charge and spin): 388.8 kcal per mole
LUMO energy: 0.2 eV
structure (SMILES): COCCn1c(SCC(=O)N2CCCC2)nc2c([nH]c3ccccc32)c1=O


No. 4
Computed, not measured: a structure of composition C43H52BClCsF4N9O3PS, with ωB97M-V/def2-TZVPD.

Cartesian coordinates (Å):
Cs  0.300  -0.803  0.775
C  0.058  2.387  2.741
N  -0.301  1.764  3.990
C  -0.011  2.377  5.264
C  -0.531  1.318  6.224
N  -1.534  0.603  5.436
C  -1.969  -0.641  6.036
C  -1.174  0.717  4.078
N  -1.522  0.062  3.036
C  -2.552  -0.954  3.008
C  -3.925  -0.348  2.726
N  -4.005  0.084  1.347
C  -4.813  0.973  0.954
N  -4.822  1.422  -0.368
C  -3.653  1.198  -1.185
C  -5.448  2.724  -0.412
C  -6.458  2.599  0.714
N  -5.785  1.714  1.655
C  -6.689  1.061  2.581
H  1.033  2.058  2.374
H  0.118  3.469  2.877
H  -0.726  2.157  2.019
H  -0.555  3.326  5.375
H  1.055  2.571  5.370
H  -0.986  1.743  7.120
H  0.276  0.639  6.532
H  -2.041  -0.477  7.112
H  -1.273  -1.470  5.858
H  -2.957  -0.931  5.686
H  -2.605  -1.576  3.901
H  -2.328  -1.651  2.196
H  -4.075  0.485  3.428
H  -4.686  -1.112  2.934
H  -3.285  0.192  -1.008
H  -2.850  1.906  -0.947
H  -3.919  1.310  -2.238
H  -5.915  2.910  -1.380
H  -4.723  3.528  -0.215
H  -7.385  2.138  0.344
H  -6.707  3.552  1.184
H  -7.305  1.826  3.055
H  -6.152  0.532  3.360
H  -7.355  0.352  2.070
Cl  -0.038  2.460  -0.619
C  -0.500  2.999  -2.209
C  -0.635  4.372  -2.368
C  -1.015  4.892  -3.591
C  -1.253  4.031  -4.652
C  -1.103  2.665  -4.482
C  -0.719  2.106  -3.257
P  -0.612  0.277  -3.007
C  -1.040  -0.311  -4.693
C  -0.123  -0.391  -5.740
C  -0.524  -0.832  -6.992
C  -1.846  -1.198  -7.212
C  -2.763  -1.132  -6.175
C  -2.359  -0.698  -4.920
C  1.193  -0.007  -3.010
C  1.590  -1.336  -2.858
C  2.929  -1.683  -2.935
C  3.886  -0.704  -3.154
C  3.503  0.624  -3.269
C  2.161  0.975  -3.199
H  -0.439  5.015  -1.520
H  -1.123  5.962  -3.712
H  -1.551  4.419  -5.618
H  -1.288  2.010  -5.321
H  0.909  -0.110  -5.567
H  0.197  -0.895  -7.797
H  -2.156  -1.546  -8.190
H  -3.791  -1.432  -6.337
H  -3.068  -0.667  -4.100
H  0.854  -2.115  -2.674
H  3.214  -2.717  -2.788
H  4.936  -0.969  -3.200
H  4.251  1.395  -3.414
H  1.873  2.014  -3.305
F  3.159  2.839  4.441
B  3.680  2.860  3.134
F  5.081  3.000  3.181
F  3.119  3.925  2.409
F  3.361  1.642  2.481
N  3.136  -0.674  0.010
C  4.204  -0.254  0.150
N  5.404  0.283  0.195
C  5.560  1.746  0.148
C  7.033  2.066  -0.102
C  7.648  1.043  -1.052
C  7.683  -0.351  -0.398
C  6.557  -0.495  0.631
H  5.208  2.204  1.071
H  4.948  2.111  -0.680
H  7.580  2.075  0.845
H  7.102  3.077  -0.505
H  8.652  1.342  -1.357
H  7.041  1.005  -1.962
H  8.642  -0.517  0.099
H  7.582  -1.123  -1.164
H  6.879  -0.139  1.614
H  6.251  -1.534  0.744
O  -1.121  -3.982  2.990
C  -0.752  -4.350  1.882
N  -0.297  -3.560  0.891
S  0.184  -4.361  -0.405
O  1.619  -4.322  -0.570
O  -0.580  -3.979  -1.574
C  -0.303  -5.979  0.178
C  -0.235  -7.217  -0.426
C  -0.674  -8.314  0.308
C  -1.155  -8.155  1.606
C  -1.211  -6.898  2.197
C  -0.779  -5.808  1.464
H  0.143  -7.327  -1.434
H  -0.642  -9.304  -0.130
H  -1.489  -9.024  2.158
H  -1.582  -6.757  3.204

DFT total energy: -4032.8505 Eh
charge: -1
molar mass: 1061.15 u
relative energy (zero: lowest compared OMol25 entry of this formula, charge and spin): 17.4 kcal per mole
LUMO energy: 2.0 eV


No. 5
Computed, not measured: a cluster of 2 separate species, C6H15ClNO2 in total at a distorted geometry, with ωB97M-V/def2-TZVPD.

Cartesian coordinates (Å):
Cl  14.906  23.894  -11.388
C  13.927  22.530  -16.377
O  14.034  23.278  -15.185
C  12.898  24.117  -15.030
C  12.853  24.894  -13.610
N  13.981  25.826  -13.523
C  13.802  26.563  -12.251
C  15.126  27.478  -12.060
O  16.341  26.703  -12.329
C  17.484  27.548  -12.058
H  14.632  21.701  -16.430
H  14.273  23.190  -17.172
H  12.923  22.142  -16.554
H  12.012  23.484  -15.086
H  12.823  24.867  -15.818
H  12.970  24.162  -12.811
H  11.875  25.367  -13.518
H  13.800  26.517  -14.236
H  13.652  25.954  -11.360
H  12.921  27.196  -12.354
H  15.142  27.960  -11.083
H  15.034  28.289  -12.782
H  17.545  28.474  -12.629
H  18.299  26.858  -12.277
H  17.571  27.791  -10.999

DFT total energy: -903.0014 Eh
charge: -1
molar mass: 168.64 u
relative energy (zero: lowest compared OMol25 entry of this formula, charge and spin): 41.7 kcal per mole
LUMO energy: 3.5 eV


No. 6
Computed, not measured: a cluster of 2 separate species, C3H7NO2 in total at a distorted geometry, with ωB97M-V/def2-TZVPD.

Cartesian coordinates (Å):
C  2.383  -0.830  0.531
C  1.110  -0.381  0.148
N  0.041  0.108  0.861
H  2.886  -1.205  -0.356
H  3.006  -0.906  1.514
H  0.923  -0.529  -0.886
H  -0.721  -0.539  0.857
H  0.382  0.424  1.839
O  -2.021  -0.565  -0.569
C  -2.363  0.485  -1.027
O  -1.861  1.763  -0.582
H  -2.862  0.690  -1.917
H  -0.904  1.484  -0.413

DFT total energy: -323.6785 Eh
charge: 0
molar mass: 89.09 u
relative energy (zero: lowest compared OMol25 entry of this formula, charge and spin): 64.3 kcal per mole
LUMO energy: 0.9 eV
structure (SMILES): C=CN.O=CO